DFT (the ωB97M-V functional and the def2-TZVPD basis) results for C15H17MoN3O5S as an isolated structure.

The HOMO energy is -0.562 Ha. For the HOMO-LUMO gap, the calculation gives 6.88 eV. The value obtained for the energy is -43213.122 eV. Its relative energy (zero: lowest compared OMol25 entry of this formula, charge and spin) is 8.4 kJ/mol. Its molar mass is 447.3 g/mol.

```
! RIJCOSX wB97M-V def2-TZVPD def2/J DEFGRID3
* xyz 2 1
Mo 0.964 1.701 0.004
N 4.947 1.521 -0.734
N 4.557 0.219 -1.076
C 3.288 -0.210 -1.012
O 2.859 -1.295 -1.253
O 2.403 0.796 -0.590
H 5.420 1.936 -1.531
H 5.612 1.470 0.031
H 5.242 -0.468 -1.362
N 2.378 3.431 -0.185
C 1.949 4.625 0.573
C 0.484 4.478 0.937
O -0.264 5.290 1.321
O 0.100 3.123 0.742
H 3.313 3.097 0.061
H 2.438 3.641 -1.182
H 2.084 5.549 0.016
H 2.516 4.703 1.501
O -0.175 0.270 0.257
S -0.389 -1.347 0.449
C -1.699 -1.369 1.635
C -2.437 -0.242 1.964
C -3.444 -0.381 2.908
C -3.694 -1.616 3.491
C -2.937 -2.730 3.145
C -1.919 -2.615 2.213
C -1.099 -1.845 -1.051
C -2.436 -1.577 -1.361
C -2.917 -2.016 -2.576
C -2.081 -2.718 -3.445
C -0.759 -2.984 -3.118
C -0.247 -2.543 -1.908
H -2.244 0.718 1.507
H -4.035 0.480 3.187
H -4.481 -1.713 4.225
H -3.132 -3.687 3.607
H -1.318 -3.476 1.947
H -3.078 -1.058 -0.661
H -3.947 -1.828 -2.847
H -2.477 -3.070 -4.389
H -0.128 -3.537 -3.800
H 0.784 -2.725 -1.637
*
```